Entry 1:
Density functional theory data (ωB97M-V/def2-TZVPD) for C18H53NO8 as an isolated structure in a non-equilibrium geometry.

ORCA input file:
```
! RIJCOSX wB97M-V def2-TZVPD def2/J DEFGRID3
* xyz 0 1
H -0.0837 -0.8896 1.0807
C 1.6075 -1.7675 -1.8828
H 0.6402 -1.2858 -1.7400
C 2.7917 -0.9202 -2.3164
H -1.4283 3.3642 0.7592
H -4.4518 -1.9490 0.4691
C -3.4445 -0.3493 0.3749
C 4.5237 -1.0631 1.7857
O 2.9599 0.0214 -1.3258
H -1.7523 2.7225 -0.0892
H 1.4573 1.3199 2.2902
H -2.7586 2.2973 -3.6837
H 0.0336 1.9141 -3.1418
C -2.4268 2.4157 -0.8886
O -0.4698 -3.8291 2.5990
H 0.2025 1.8201 -1.5870
H -0.2824 3.5891 3.0721
H 3.6815 -1.5482 -2.3626
H -3.3217 -0.3019 -1.7483
H 2.1801 0.7733 3.8440
H 0.9740 1.4034 0.9348
O 0.0673 4.8208 0.6937
O 0.9893 1.4252 -1.1940
H -2.7107 -0.5437 1.1572
H 3.1857 -2.8483 1.7082
H -0.4931 -4.6929 2.1808
H -2.7502 3.3515 -1.3443
C 0.0771 2.9873 2.2374
H 3.6976 0.6194 -1.4668
H 3.9960 -0.6365 2.6387
C -2.4963 1.3179 -3.2836
H 0.1824 5.0531 -0.2306
H 1.3139 -2.5147 -2.6201
H -3.3364 1.9253 -0.5418
H 0.8459 -2.2241 2.1507
H 1.3268 -3.8331 1.6472
H 2.4306 -0.1530 2.3384
H 2.7032 -1.4361 0.7012
H -4.4224 0.9922 -4.9818
H -1.4766 0.6428 -1.4750
H 1.2703 -0.9363 -0.1217
H 2.6921 -0.3814 -3.2587
H 6.4195 -1.5514 1.7782
H -1.8035 -0.5469 -1.0770
C 0.2845 -0.5371 0.1173
H -0.3048 -3.7192 -0.2081
H 4.6635 -0.2321 1.0943
H -5.4386 0.0842 -3.7608
C 0.4215 0.9672 0.1026
H 1.8148 0.9628 -1.3561
H 4.0056 -2.5432 0.2581
C -0.0476 -2.8490 0.3959
O -0.5141 0.6559 3.6340
H -1.8043 0.8416 -3.9781
H 0.1357 2.9112 0.0180
H -0.5854 1.3437 0.2830
H -0.6562 0.5797 4.5804
H -2.9392 -1.9271 -1.0636
N -0.4191 2.2014 -2.2858
C 1.7280 0.4600 2.9029
H -0.9343 -2.2153 0.4146
H -0.5386 -0.7182 -0.5739
H 0.7093 -2.3094 -0.1732
H -4.0732 -0.6451 -4.6687
H 0.0563 -0.8766 2.3880
C -2.8414 -0.8489 -0.9370
C -1.7044 1.5727 -1.9960
C 0.4321 -0.3132 3.2421
C 3.5363 -2.0206 1.0916
H 1.1536 2.8466 2.3339
C -4.4468 0.2545 -4.1798
H -0.2817 1.9750 2.4235
C 0.4735 -3.1607 1.7359
C -0.3456 3.4767 0.8160
O 5.6138 -1.8144 2.2291
H 0.5518 -1.0605 4.0266
H -3.5278 0.7373 0.3946
O -3.7312 0.6345 -3.0235
O -4.6464 -1.0171 0.5925
H 1.8598 -2.2722 -0.9502
*
```

Values from the calculation:
Relative energy (zero: lowest compared OMol25 entry of this formula, charge and spin) = 14.518 eV
E_tot = -37379.265 eV
Highest occupied orbital energy = -6.94 eV
Max |F| = 15.43 eV Å⁻¹


Entry 2:
Density functional theory data (ωB97M-V/def2-TZVPD) for C18H54AlN10O6P3 as an isolated structure in a non-equilibrium geometry.

ORCA input file:
```
! RIJCOSX wB97M-V def2-TZVPD def2/J DEFGRID3
* xyz 2 1
H 2.1161 0.9201 6.0796
H -6.6127 0.7099 -2.1005
H -4.4793 2.4060 -4.6495
C 3.7996 -0.5157 4.5108
P 2.6280 1.5901 3.1372
H 0.9564 -3.7187 -3.8237
H 5.0993 4.1375 2.6983
H -0.7420 -3.9849 -3.7380
N 2.7919 -0.0682 3.6494
C -2.2305 -0.1042 -3.7027
H 1.0128 -1.2057 4.2422
H 0.1149 3.0910 3.8069
C 3.0925 -1.4915 0.1810
H -2.0804 -0.9796 -4.3346
O -2.1040 0.6154 2.9617
C -4.2268 -1.4118 -3.1782
O -2.4300 1.8078 -1.3641
H -5.8739 0.8121 1.1976
O -1.4075 2.3583 1.9167
H 0.1435 2.8514 5.5926
H -2.5168 0.7326 -4.3398
H 1.9844 -1.8592 2.8398
H 4.0287 -0.4433 -2.5771
O 0.7493 -0.1742 -1.3721
H 0.2771 -4.6029 -2.4445
N 2.1626 -1.3156 -3.2836
H 5.0698 2.2435 1.1834
H 3.5539 1.9353 5.9642
H 4.0661 -1.2055 -0.2170
H -5.0266 -1.2671 0.9115
N -3.3141 -0.3565 -2.7353
Al 0.3180 2.5844 -0.4513
C 5.1713 1.7378 2.1437
H 4.0951 -1.2647 -4.1569
C 2.4645 1.9420 5.9299
H -5.2701 3.6074 -3.6489
H 2.0574 2.5953 6.7016
H 4.9738 3.9327 4.4238
C 3.6503 -1.2817 -3.1619
H 3.1787 -4.1191 -0.0909
C 1.6181 -0.9771 3.3650
H -5.5958 2.1202 0.0237
H 3.0260 -3.9347 -1.7793
P 1.3042 -1.4517 -1.8631
H -1.2383 0.0159 -3.2676
H -3.6780 -2.3528 -3.2182
H -3.5052 3.2148 -3.3819
H -3.3921 -0.7647 1.0370
H -4.8803 -1.3044 -4.0439
H 4.3587 -1.3215 4.0352
H -4.3482 1.7344 1.2751
H -0.1269 1.4939 4.4546
H 0.9392 -0.5100 2.6514
H 6.2030 1.7019 2.4936
H 3.5027 4.2634 3.5160
H -6.3083 0.7279 -3.7898
H -3.8253 -1.6458 -0.3831
H 1.5460 -4.1667 -0.8302
N -4.8779 1.8719 -2.6479
H 4.9291 0.6822 2.0206
N 0.0331 -2.5724 -2.3309
C 1.6070 -0.8673 -4.5403
C -6.2363 1.3505 -2.8981
N 1.8846 2.1884 4.5886
H -6.8968 2.2155 -2.9600
H -4.9971 -1.5735 -2.4242
C 0.4065 2.4294 4.6226
C 2.5232 -3.6841 -0.8453
H 3.3330 -2.0336 1.0955
H 3.3602 -0.9976 5.3842
C -1.1066 -2.6586 -1.4156
H 1.7011 0.2064 -4.7030
P -3.6536 1.0232 -1.7030
C -5.1184 1.3377 0.6136
C 4.4575 3.7385 3.4837
H -2.0044 -2.4490 -1.9972
C -4.1963 -0.8930 0.3125
H -1.1946 -1.8196 -0.7254
H -1.2776 -3.5940 -0.8827
O 1.9237 1.8792 1.8102
H 2.1450 -1.3444 -5.3595
N -1.6048 1.1500 1.9958
H 4.0223 -2.1462 -2.6121
H 2.6281 -0.5802 0.5578
H 0.5546 -1.1484 -4.5796
N -4.5433 0.3483 -0.3385
H 4.5045 0.2385 4.8608
O -1.2724 0.5525 0.9628
N 2.2637 -2.2772 -0.7285
C 0.1262 -3.7598 -3.1185
C -4.4937 2.8424 -3.6508
N 4.2295 2.2609 3.1562
*
```

Values from the calculation:
Relative energy (zero: lowest compared OMol25 entry of this formula, charge and spin) = 2.265 eV
E_tot = -81171.531 eV
Highest occupied orbital energy = -12.68 eV
Max |F| = 3.85 eV Å⁻¹


Entry 3:
Density functional theory data (ωB97M-V/def2-TZVPD) for C18H54AlN9O3P3 as an isolated structure in a non-equilibrium geometry.

ORCA input file:
```
! RIJCOSX wB97M-V def2-TZVPD def2/J DEFGRID3
* xyz 3 1
H -10.6185 -2.2714 -7.2289
H -16.1753 3.8625 0.3225
H -12.4169 3.7367 -6.5739
H -18.4138 -1.6027 -1.7808
H -17.9277 4.9257 -4.4981
O -19.0470 -0.7636 -4.2164
C -20.2312 2.2048 -3.1264
H -12.3926 -0.0088 -10.3218
N -14.1922 3.0807 -2.4441
H -12.0712 -0.4107 -3.9393
H -17.8888 4.0411 -0.1286
H -13.2145 -1.3105 -9.4232
H -21.0802 0.2321 -0.0449
H -19.8151 -2.5748 -1.3339
H -12.3073 2.2193 -2.8401
H -21.8966 2.2679 -5.1769
H -10.1095 2.3764 -7.5140
H -13.9931 3.0106 -0.3250
C -12.8622 -0.2792 -9.3761
H -10.4688 -1.2024 -9.3362
H -17.3910 6.3278 -3.6321
C -13.1630 2.6354 -3.3775
H -19.2242 2.3651 -3.5244
P -20.2754 -0.4304 -3.4808
C -11.0942 -0.4939 -4.4325
P -15.7667 3.0774 -2.9172
N -11.8341 -0.0924 -8.3458
C -13.7452 3.6522 -1.1694
C -16.9354 1.5672 -1.0493
H -16.6357 4.9179 -0.9469
C -16.8730 3.9396 -0.5178
H -14.8458 4.4315 -5.1410
H -23.5160 -1.6069 -2.8198
H -10.1666 2.9362 -5.7904
N -16.7282 2.9351 -1.5406
P -12.2543 0.1504 -6.7453
H -11.8542 -2.8274 -6.1654
H -23.5685 -1.3147 -4.5280
H -21.3613 -3.2945 -2.8140
O -16.0967 1.9705 -3.8679
N -20.1815 -0.5544 -1.7849
H -20.5484 -3.1516 -4.3685
C -10.9277 -2.2476 -6.1819
H -10.1749 0.4912 -9.5814
Al -16.4681 -0.3307 -5.6180
C -10.3597 2.1165 -6.4804
C -19.3475 -1.5896 -1.2148
H -9.7563 -0.3400 -7.9943
H -14.2806 4.6015 -1.0695
H -16.0281 1.1100 -0.6383
O -13.6867 -0.1537 -6.4987
H -12.7056 3.9675 -1.1224
H -20.8309 3.0956 -3.2964
C -21.2847 1.3665 -5.1742
H -14.3952 5.7644 -3.9018
H -17.7110 1.6006 -0.2880
H -20.3754 1.5960 -5.7382
C -10.4569 -0.2338 -8.8169
H -10.4520 -1.1570 -3.8626
H -22.0172 0.4559 -1.5475
H -13.5708 1.8275 -3.9854
H -22.2707 -3.3291 -4.3914
H -10.6875 0.5221 -4.3604
H -18.0414 5.0260 -2.6819
C -15.1645 5.1668 -4.3983
H -13.6927 0.4144 -9.2537
C -23.0260 -1.0376 -3.6173
H -19.1114 -1.3415 -0.1812
H -12.5453 2.8102 -8.1050
C -21.3669 -0.2174 -0.9935
N -11.7746 1.7358 -6.4705
H -15.5654 5.9534 -5.0471
C -21.4556 -2.8832 -3.8247
H -22.0220 -1.0797 -0.8234
H -10.1158 -2.5894 -5.5523
H -21.8505 0.5326 -5.5832
H -17.1885 0.9704 -1.9277
H -12.7442 3.4678 -3.9495
H -23.1083 0.0298 -3.4453
N -21.6346 -1.4311 -3.7622
H -13.6823 2.4986 -6.7764
H -20.0991 2.0313 -2.0590
N -11.2366 -0.8475 -5.8407
N -16.1243 4.6323 -3.4256
C -12.6547 2.7715 -7.0174
N -20.8945 1.0712 -3.7885
C -17.4477 5.2409 -3.5690
H -9.7286 1.2708 -6.2102
*
```

Values from the calculation:
Relative energy (zero: lowest compared OMol25 entry of this formula, charge and spin) = 0.000 eV
E_tot = -73533.709 eV
Highest occupied orbital energy = -14.96 eV
Max |F| = 2.03 eV Å⁻¹


Entry 4:
Density functional theory data (ωB97M-V/def2-TZVPD) for a 9-piece molecular cluster, C18H54BF4N14O10 overall in a non-equilibrium geometry.

ORCA input file:
```
! RIJCOSX wB97M-V def2-TZVPD def2/J DEFGRID3
* xyz -1 1
H -1.8878 6.3243 -8.0875
C 1.5134 -8.6670 5.4781
N -2.9715 4.7650 -7.0872
F -0.6705 -0.1976 0.3082
C 0.1705 -8.1754 1.9221
H -1.1729 -7.9938 0.2559
H -3.8426 7.0093 -6.0172
H -1.9141 -8.8574 1.2776
C 0.6794 -7.7300 7.5418
H 6.5194 2.7323 -0.4694
H 5.7590 4.6499 7.3915
N 0.5407 -1.8482 7.7512
H 0.7525 -8.9481 1.4198
C 0.3706 -1.5254 6.5165
O -3.7248 7.7388 -7.9343
C 8.2821 2.3225 0.1200
H 0.1770 -6.8994 8.0374
H -3.6369 2.3952 -11.4579
C -1.9833 3.7641 -7.5593
O 4.9745 -5.4686 -5.7626
H -2.6320 3.8666 -0.0849
C 1.5186 -8.3340 3.9610
H 0.1913 -8.5987 7.9837
H -1.6546 4.7552 -9.4980
O 8.5174 1.4346 -0.6903
H -0.3425 -7.7647 3.8513
C -3.0943 3.2770 -11.1171
C 3.8333 4.0643 6.6953
H -2.0951 7.7866 0.9120
N 5.8317 -3.5740 -5.0475
F 1.0160 1.2042 0.7906
H 1.8803 -2.6786 5.8922
H 3.8823 -2.9543 -4.3378
N 7.2247 2.9917 0.2054
C 4.8349 -4.3562 -5.3396
C -1.7650 3.7613 -9.0642
H -2.1611 -6.0512 -0.1896
H 0.8966 -2.1049 4.6842
H -8.2586 -0.6733 5.5282
C -2.4866 5.7744 0.7858
N 3.7756 -3.8444 -4.8031
O 0.7064 -7.6475 6.0878
C -2.2176 6.0107 -7.0970
C -4.6279 8.8037 -7.6085
N 4.7512 4.7143 7.4041
H -2.1189 3.2025 -11.5979
O -0.2438 -0.5477 6.2096
H 4.3727 5.2114 8.1977
H 1.8626 -7.3129 3.7965
H -3.5530 4.9381 -7.8947
B 0.6113 0.1307 -0.0723
H -5.6989 -0.2362 3.7285
C -2.6125 -6.3058 0.7693
H -5.4884 8.4432 -7.0448
H 6.7571 -3.9423 -5.2151
O -3.0288 3.2355 -9.6164
H 3.7444 2.6645 5.2438
H -2.8470 5.2818 -1.0684
H -7.9460 0.5116 6.8808
O -5.9421 1.2334 5.5652
H -0.9268 3.1277 -9.3540
H 1.6583 -7.7505 8.0207
H -4.0721 9.6059 -7.1231
H -3.5735 4.1771 -11.5023
N 0.1855 -8.4415 3.3191
H 5.6027 -2.9093 -4.3223
N 9.0264 2.6950 1.1072
H -0.0488 -1.6239 8.5400
H 5.3490 3.3587 5.7843
H 2.5509 -8.6949 5.8110
H 8.6409 3.3534 1.7691
H -7.4066 -0.8085 3.9145
N -2.4167 7.0231 0.3342
N 0.9557 -2.3422 5.6641
N -6.6190 -0.2198 4.1449
O -1.8501 -6.8324 1.8266
H -2.1378 2.7691 -7.1419
C -1.2138 -8.0248 1.3447
H 1.2496 -2.5172 8.0156
H 9.9770 2.3950 1.2699
H -1.4315 5.9904 -6.3422
H -2.5762 7.1676 -0.6526
H 2.9889 -4.4544 -4.6325
H -3.3649 -7.0718 0.5813
C -3.0888 7.1907 -6.7834
H -5.0278 9.2108 -8.5372
H -3.1454 -5.4095 1.0868
O -2.2287 5.4383 1.9507
H 7.0030 3.6521 0.9367
H 1.1991 -9.6936 5.6665
F 1.4513 -1.0208 0.0301
C -6.7103 0.3971 5.2503
H 0.7389 -7.2935 1.6267
N -2.8137 4.8579 -0.1523
O 2.6672 4.2674 6.7089
H -2.3497 7.9032 -6.4171
H -1.0463 3.9208 -7.0248
N 4.3468 3.2381 5.8167
N -7.7661 0.0808 5.9851
H 2.1904 -8.9723 3.3870
F 0.7050 0.4993 -1.3372
*
```

Values from the calculation:
Relative energy (zero: lowest compared OMol25 entry of this formula, charge and spin) = 7.096 eV
E_tot = -72429.860 eV
Highest occupied orbital energy = -7.15 eV
Max |F| = 8.37 eV Å⁻¹


Entry 5:
Density functional theory data (ωB97M-V/def2-TZVPD) for C18H54BN12O7V as an isolated structure in a non-equilibrium geometry.

ORCA input file:
```
! RIJCOSX wB97M-V def2-TZVPD def2/J DEFGRID3
* xyz 1 4
H -2.7207 3.5606 0.2484
H -2.6653 -1.2316 -0.7384
H -1.5777 -1.5188 3.0197
C 0.5094 -2.2921 -3.7218
H 0.2645 -3.0262 -5.7211
N 3.0197 -3.3777 2.3024
H 5.4109 0.9941 2.7796
H -1.2180 -1.2272 -2.9927
H 0.4688 -4.4381 -3.7040
H -1.9163 -3.4240 1.1746
H -3.8406 3.3406 4.0023
H -1.0626 -1.1372 0.0234
H 2.1103 -3.8301 -3.7429
C 2.0054 -1.8775 -5.7016
H 1.6602 1.4590 -3.4680
C 3.7631 -1.2948 -3.0551
H 0.9496 -1.1407 1.4574
H -0.0943 -1.2388 -5.6064
O -3.9875 -3.3804 0.8204
H 2.1647 2.8851 0.6576
H -0.6284 4.7524 0.2339
C 2.4615 -0.5753 -5.0554
H 1.1168 -3.6623 -2.2360
H -0.8015 5.7933 3.1337
H 5.6049 0.2654 4.3898
H 3.5649 1.2373 1.9888
H -3.9623 5.0681 4.3260
H -5.2020 -3.9188 2.3650
N 2.3923 3.7689 0.2531
N 3.0160 0.8879 2.7529
H 0.1986 0.2840 2.0694
H 3.5145 -3.3135 1.4353
O 1.3970 -2.2045 3.5456
H 1.1148 -0.3480 -1.3730
O -1.4786 3.3970 3.4173
H 3.5099 -3.7346 3.1052
H -4.0322 -5.1105 1.8673
H -0.7855 1.4488 1.0443
N -2.2017 -0.7846 2.6632
H -5.8385 1.2770 1.3587
N -3.5136 4.2838 3.8859
H 0.4230 2.0752 2.2103
H 0.0374 3.1654 0.6797
H -3.7948 -0.9728 1.3990
C 2.4899 -0.5676 -3.5249
O -3.3315 1.8154 1.7834
H 3.7292 -2.3815 -3.1341
H 2.5783 -2.7582 -5.4110
N 0.1438 4.1135 0.3135
C -2.8349 -2.9339 1.4967
C -4.1012 2.2814 0.9348
N -5.3849 1.9533 0.7690
C 2.5066 0.8932 -3.0791
H -2.4430 6.3703 3.4927
C 0.5205 -2.0679 -5.2654
H 2.0164 1.0042 2.6696
H 3.4320 -0.3120 -5.4868
C 1.1224 -3.6497 -3.3259
O 1.2039 -1.2665 -1.6617
C -2.2254 4.4053 3.5533
H 3.3276 4.0602 0.0442
N 1.2235 -1.1599 -3.0573
H 3.7956 -1.1949 -1.9639
H 1.8126 0.1851 -5.5003
C 1.9865 -2.4990 2.5129
H 1.1055 1.1824 0.7901
H -1.1556 -2.9760 -2.4467
N -3.6404 3.2115 0.0441
H 3.4398 1.4180 -3.2890
H -2.9598 -3.0689 2.5790
C -2.1173 -0.8777 0.1352
H 2.1637 -1.7612 -6.7744
H -2.9536 -0.9728 3.3330
C 1.3614 4.6626 0.0915
C 3.7452 0.4419 3.8131
V -1.4299 1.2559 3.0560
N 5.0816 0.7856 3.7016
H -5.4030 -4.8129 0.7363
C -0.9498 -2.2565 -3.2382
B 0.2144 1.2425 1.4947
H -5.9761 2.5195 0.1870
H -1.6779 -2.4626 -4.0278
C -4.7439 -4.3719 1.4776
N 1.6106 -1.8844 1.3585
H -4.0571 3.3617 -0.8565
N -1.7750 5.6375 3.3367
H 4.6463 -0.8272 -3.4824
H 2.4412 1.0010 -1.9885
O 3.2637 -0.2110 4.7261
H -2.1175 0.2062 0.0072
C -2.7784 -1.3690 1.4193
H 2.1023 -2.0323 0.4956
O 1.6359 5.7836 -0.3325
*
```

Values from the calculation:
E_tot = -78115.419 eV
Highest occupied orbital energy (spin up / spin down) = -9.82 / -9.82 eV
Max |F| = 2.93 eV Å⁻¹


Q: The lowest max |F| belongs to which entry?
A: C18H54AlN9O3P3


Q: Number 4 is which compound?
A: C18H54BF4N14O10


Q: Which value of E_tot does entry 5 give?
A: -78115.419 eV


Q: Among the records above, which one has the lowest E_tot?
A: C18H54AlN10O6P3